# 1
ORCA calculation (ωB97M-V with the def2-TZVPD basis set) on an isolated ion of composition C4H10S and charge +1.

ΔE to the lowest compared entry with this formula, charge and spin   0.342 eV
Lowest unoccupied orbital energy (alpha / beta)   -0.16129 / -0.33529 Ha
Total charge   +1
E_HOMO (alpha / beta)   -15.16 / -15.16 eV
Multiplicity   2
Electronic energy   -15135.6248 eV

Each line ends with the Löwdin spin population.
Element x y z (Å)
C (-1.789, -0.205, 1.088)  0.000
C (-0.901, 0.495, 0.119)  0.001
C (0.474, -0.315, 0.087)  0.003
C (1.549, 0.527, -0.711)  0.099
S (2.374, -0.295, -2.115)  0.810
H (-2.835, 0.064, 1.235)  0.000
H (-1.662, -1.299, 1.107)  0.000
H (-1.367, -0.077, 2.128)  0.000
H (-0.627, 1.479, 0.511)  0.001
H (-1.314, 0.392, -0.901)  0.000
H (0.227, -1.246, -0.418)  0.000
H (0.785, -0.427, 1.121)  0.002
H (2.417, 0.773, -0.064)  0.028
H (1.182, 1.489, -1.070)  0.031
H (1.486, -1.356, -2.117)  0.026

***

# 2
ORCA calculation (ωB97M-V with the def2-TZVPD basis set) on one molecule with the formula C4H10S2.

ΔE to the lowest compared entry with this formula, charge and spin   1.170 eV
SMILES   C[C@H](S)CCS
Lowest unoccupied orbital energy   0.03129 Ha
Total charge   0
E_HOMO   -9.00 eV
Electronic energy   -25979.8140 eV

Each line ends with the Löwdin charge.
Element x y z (Å)
C (1.465, 1.230, -0.379)  -0.174
C (1.027, -0.052, 0.304)  -0.739
S (2.189, -1.325, -0.169)  0.741
C (-0.388, -0.663, 0.319)  -0.338
C (-1.552, 0.312, 0.107)  -0.524
S (-3.086, -0.690, -0.342)  0.662
H (1.432, 1.089, -1.436)  0.062
H (0.970, 2.155, -0.143)  0.069
H (2.491, 1.500, -0.165)  0.067
H (1.336, 0.245, 1.342)  0.110
H (1.561, -1.897, -1.270)  -0.097
H (-0.586, -1.209, 1.184)  0.084
H (-0.447, -1.371, -0.534)  0.071
H (-1.626, 0.846, 1.039)  0.063
H (-1.409, 1.104, -0.705)  0.094
H (-3.376, -1.273, 0.849)  -0.151

***

# 3
ORCA calculation (ωB97M-V with the def2-TZVPD basis set) on a 2-piece molecular cluster, C4H10S2 overall.

ΔE to the lowest compared entry with this formula, charge and spin   2.150 eV
SMILES   C=CC.CSS
Lowest unoccupied orbital energy   0.02051 Ha
Total charge   0
E_HOMO   -8.18 eV
Electronic energy   -25978.8347 eV

Each line ends with the Löwdin charge.
Element x y z (Å)
C (1.085, -1.815, 1.387)  -0.026
C (0.931, -1.341, 2.629)  -0.237
C (-0.325, -0.672, 3.093)  -0.138
H (2.080, -1.848, 0.973)  0.057
H (0.124, -1.845, 0.885)  0.028
H (1.787, -1.296, 3.293)  0.084
H (-0.456, 0.408, 3.050)  0.062
H (-1.179, -0.993, 2.467)  0.074
H (-0.662, -0.863, 4.112)  0.061
C (0.444, 0.799, -3.030)  -0.379
S (-0.461, -0.088, -1.594)  0.300
S (-0.552, 1.409, -0.254)  0.240
H (1.500, 0.647, -2.874)  0.024
H (0.058, 1.810, -2.998)  0.001
H (0.011, 0.284, -3.882)  0.017
H (-0.607, 2.578, -0.985)  -0.168

***

# 4
ORCA calculation (ωB97M-V with the def2-TZVPD basis set) on a 2-piece molecular cluster, C4H10S2 overall.

ΔE to the lowest compared entry with this formula, charge and spin   4.649 eV
Lowest unoccupied orbital energy (alpha / beta)   -0.02457 / -0.03339 Ha
Total charge   0
E_HOMO (alpha / beta)   -7.63 / -7.34 eV
Electronic energy   -25976.3353 eV

Each line ends with the Löwdin charge.
Element x y z (Å)
C (1.165, 0.881, -0.755)  -0.150
C (0.166, 0.949, 1.636)  -0.172
C (-1.170, -1.453, -0.595)  -0.081
C (0.032, 0.930, 0.185)  -0.795
S (-1.604, 1.348, -2.158)  0.252
S (-1.310, 1.865, -0.226)  0.546
H (0.859, 0.961, -1.742)  0.000
H (1.856, 1.662, -0.533)  0.082
H (1.744, -0.064, -0.500)  0.112
H (-0.784, 0.437, 2.074)  0.107
H (0.336, 1.989, 2.031)  0.096
H (1.122, 0.343, 1.951)  0.120
H (-1.757, -1.197, 0.303)  -0.008
H (-1.796, -1.860, -1.321)  -0.056
H (-0.101, -1.797, -0.317)  0.029
H (-1.264, -0.174, -1.786)  -0.082

***

# 5
ORCA calculation (ωB97M-V with the def2-TZVPD basis set) on one molecule with the formula C4H10SSi.

ΔE to the lowest compared entry with this formula, charge and spin   4.020 eV
Lowest unoccupied orbital energy (alpha / beta)   -0.00078 / 0.01728 Ha
Total charge   0
E_HOMO (alpha / beta)   -7.91 / -6.76 eV
Electronic energy   -23019.2648 eV

Each line ends with the Löwdin charge.
Element x y z (Å)
C (0.881, -0.860, -0.242)  -0.337
C (1.209, 0.572, -0.754)  -0.301
C (-0.573, -1.259, -0.223)  -0.399
C (0.654, 1.670, 0.155)  -0.049
Si (-1.777, -0.257, 0.887)  0.518
S (-3.366, 0.381, -0.549)  0.320
H (1.594, -1.651, -0.780)  0.147
H (1.266, -1.081, 0.735)  0.080
H (2.325, 0.815, -0.851)  0.121
H (0.740, 0.504, -1.757)  0.103
H (-1.041, -1.287, -1.223)  0.071
H (-0.547, -2.120, 0.383)  0.032
H (0.824, 1.428, 1.271)  0.044
H (0.048, 2.592, -0.092)  0.051
H (-2.526, -0.409, 2.102)  -0.125
H (-3.949, 0.998, 0.436)  -0.274

***

# 6
ORCA calculation (ωB97M-V with the def2-TZVPD basis set) on one molecule with the formula C4H10Si.

ΔE to the lowest compared entry with this formula, charge and spin   1.266 eV
SMILES   C=C([SiH3])CC
Lowest unoccupied orbital energy   0.03373 Ha
Total charge   0
E_HOMO   -9.08 eV
Electronic energy   -12184.9347 eV

Each line ends with the Löwdin charge.
Element x y z (Å)
C (0.659, 2.019, -0.140)  -0.005
C (0.454, 0.656, 0.298)  -0.420
Si (1.720, -0.804, 0.039)  0.672
C (-1.023, 0.369, 0.530)  -0.296
C (-1.544, -0.790, -0.346)  -0.073
H (1.690, 2.417, -0.191)  0.040
H (-0.149, 2.697, -0.399)  0.042
H (1.722, -2.008, 0.880)  -0.089
H (3.023, -0.273, 0.072)  -0.113
H (1.362, -1.164, -1.456)  -0.032
H (-1.467, 1.383, 0.504)  0.099
H (-0.996, 0.194, 1.539)  0.067
H (-2.005, -0.239, -1.243)  0.122
H (-2.213, -1.378, 0.104)  0.025
H (-0.742, -1.324, -0.604)  -0.038

***

# 7
ORCA calculation (ωB97M-V with the def2-TZVPD basis set) on C4H11AlNO as an isolated structure.

ΔE to the lowest compared entry with this formula, charge and spin   1.793 eV
Lowest unoccupied orbital energy   -0.71499 Ha
Total charge   +3
E_HOMO   -24.03 eV
Electronic energy   -14420.2019 eV

Each line ends with the Löwdin charge.
Element x y z (Å)
Al (-2.410, 1.499, 1.759)  1.300
C (0.756, -1.438, 0.928)  0.032
C (1.086, -0.010, 0.539)  -0.276
C (0.479, 0.327, -0.840)  -0.010
O (-0.903, 0.417, -0.561)  -0.142
C (-1.754, 0.234, -1.713)  0.084
N (0.609, 0.890, 1.606)  0.205
H (0.563, -2.092, 0.078)  0.133
H (-0.137, -1.581, 1.537)  0.114
H (1.570, -1.895, 1.491)  0.154
H (2.153, 0.002, 0.317)  0.233
H (0.665, -0.409, -1.622)  0.187
H (0.966, 1.261, -1.119)  0.219
H (-2.791, 0.532, -1.557)  0.139
H (-1.732, -0.818, -1.997)  0.170
H (-1.389, 0.757, -2.597)  0.153
H (1.170, 0.583, 2.387)  0.163
H (1.100, 1.739, 1.366)  0.141

***

# 8
ORCA calculation (ωB97M-V with the def2-TZVPD basis set) on C4H11AlNO as an isolated structure.

Lowest unoccupied orbital energy (alpha / beta)   -0.90420 / -0.90409 Ha
Total charge   +4
E_HOMO (alpha / beta)   -29.40 / -29.40 eV
Multiplicity   2
Electronic energy   -14397.1923 eV

Each line ends with the Löwdin spin population.
Element x y z (Å)
Al (26.679, 4.812, 22.766)  -0.008
C (28.474, 7.083, 18.540)  0.005
C (27.985, 6.085, 19.589)  0.002
C (27.751, 4.663, 18.987)  0.048
O (26.972, 3.868, 19.946)  0.603
C (26.839, 2.504, 19.484)  0.170
N (28.891, 6.053, 20.728)  -0.004
H (28.551, 8.062, 19.014)  0.000
H (27.774, 7.268, 17.726)  0.003
H (29.352, 6.693, 18.024)  0.000
H (27.084, 6.524, 20.016)  -0.002
H (28.689, 4.186, 18.703)  0.020
H (27.277, 4.854, 18.024)  0.021
H (27.702, 2.010, 19.931)  0.096
H (26.928, 2.344, 18.410)  0.024
H (25.946, 2.216, 20.040)  0.024
H (29.053, 6.966, 21.127)  0.000
H (29.815, 5.784, 20.419)  -0.001

***

# 9
ORCA calculation (ωB97M-V with the def2-TZVPD basis set) on a 2-piece molecular cluster, C4H11B overall.

ΔE to the lowest compared entry with this formula, charge and spin   4.060 eV
Lowest unoccupied orbital energy   -0.00545 Ha
Total charge   0
E_HOMO   -7.91 eV
Electronic energy   -4998.6675 eV

Each line ends with the Löwdin charge.
Element x y z (Å)
B (2.169, 0.104, -0.628)  0.293
C (-0.277, 0.066, 1.565)  -0.134
C (-0.789, 1.158, -0.492)  -0.132
C (-0.435, -1.232, -0.712)  -0.137
C (-0.042, -0.038, 0.114)  -0.528
H (2.492, 1.101, -1.032)  -0.050
H (2.582, -0.955, -0.371)  -0.028
H (-0.116, 1.081, 2.022)  0.096
H (0.404, -0.620, 2.106)  0.081
H (-1.308, -0.177, 1.798)  0.076
H (-0.276, 2.073, -0.232)  0.067
H (-1.768, 1.165, 0.060)  0.086
H (-0.991, 0.948, -1.554)  0.076
H (0.011, -1.025, -1.672)  0.061
H (-0.049, -2.105, -0.247)  0.057
H (-1.582, -1.387, -0.764)  0.115

***

# 10
ORCA calculation (ωB97M-V with the def2-TZVPD basis set) on an isolated ion of composition C4H11BN and charge +1.

ΔE to the lowest compared entry with this formula, charge and spin   0.037 eV
Lowest unoccupied orbital energy (alpha / beta)   -0.12348 / -0.33538 Ha
Total charge   +1
E_HOMO (alpha / beta)   -9.99 / -15.60 eV
Multiplicity   3
Electronic energy   -6479.3360 eV

Each line ends with the Löwdin spin population.
Element x y z (Å)
B (-0.064, 1.483, -0.592)  0.806
C (-0.305, 1.235, 0.940)  0.491
C (0.123, 0.272, -1.542)  0.215
C (-0.123, -0.194, 1.435)  0.080
C (0.512, -1.188, 0.361)  0.034
N (-0.294, -0.949, -0.902)  0.027
H (1.211, 0.168, -1.662)  0.035
H (0.361, 1.731, 1.558)  0.029
H (-1.344, 1.469, 1.129)  0.051
H (-0.006, 2.551, -0.992)  0.148
H (-0.378, 0.394, -2.622)  0.041
H (0.667, -0.208, 2.267)  0.017
H (-1.094, -0.593, 1.917)  0.013
H (1.547, -1.065, 0.076)  0.003
H (0.282, -2.306, 0.600)  0.000
H (-1.251, -0.896, -0.486)  0.007
H (-0.205, -1.671, -1.528)  0.002

***

# 11
ORCA calculation (ωB97M-V with the def2-TZVPD basis set) on one molecule with the formula C4H11BN2.

ΔE to the lowest compared entry with this formula, charge and spin   5.499 eV
Lowest unoccupied orbital energy (alpha / beta)   -0.04090 / -0.04091 Ha
Total charge   0
E_HOMO (alpha / beta)   -8.00 / -8.00 eV
Electronic energy   -7980.0534 eV

Each line ends with the Löwdin charge.
Element x y z (Å)
B (-0.453, 0.653, -0.019)  -0.684
C (2.116, 0.444, 0.045)  -0.290
C (2.033, -0.985, 0.035)  0.140
C (-1.750, 1.578, -0.377)  -0.007
C (-1.429, -1.779, 0.421)  -0.173
N (0.874, 1.181, -0.245)  0.046
N (-0.601, -0.659, 0.312)  0.115
H (2.441, 0.845, 1.015)  0.114
H (2.767, 0.787, -0.861)  0.150
H (1.882, -1.420, -0.877)  0.039
H (2.020, -1.643, 0.821)  0.040
H (-1.817, 1.383, -1.474)  0.074
H (-1.518, 2.594, -0.136)  0.034
H (-2.546, 1.069, 0.125)  0.034
H (-1.747, -1.998, 1.468)  0.074
H (-2.384, -1.575, -0.091)  0.081
H (-0.844, -2.677, 0.011)  0.100
H (0.956, 2.202, -0.174)  0.113

***

# 12
ORCA calculation (ωB97M-V with the def2-TZVPD basis set) on C4H11CdINO as an isolated structure.

Lowest unoccupied orbital energy (alpha / beta)   -0.40703 / -0.40766 Ha
Total charge   +2
E_HOMO (alpha / beta)   -17.10 / -16.81 eV
Multiplicity   2
Electronic energy   -20507.3750 eV

Each line ends with the Löwdin spin population.
Element x y z (Å)
Cd (3.033, 3.478, -5.061)  0.000
I (2.973, 1.063, -3.295)  0.002
C (0.272, -1.829, 0.028)  0.016
C (-0.364, -0.429, -0.294)  0.089
C (0.103, 0.772, 0.625)  0.086
O (-0.077, 0.494, 2.039)  0.432
C (-1.343, 0.104, 2.464)  0.060
N (-0.089, -0.167, -1.637)  0.210
H (1.357, -1.759, -0.054)  0.000
H (-0.216, -2.545, -0.634)  0.003
H (0.201, -2.139, 1.070)  0.001
H (-1.428, -0.652, -0.218)  0.006
H (-0.444, 1.674, 0.353)  0.021
H (1.141, 1.063, 0.461)  0.000
H (-1.979, 0.954, 2.219)  0.023
H (-1.600, -0.139, 3.495)  0.002
H (-1.755, -0.754, 1.933)  0.030
H (0.865, 0.144, -1.748)  0.010
H (-0.650, 0.666, -1.744)  0.009